Entry 1:
This record from OMol25 describes a 2-piece molecular cluster, C3H5IO overall at a distorted geometry. The level of theory is ωB97M-V/def2-TZVPD.

ORCA input file:
```
! wB97M-V def2-TZVPD RIJCOSX def2/J DEFGRID3
* xyz 0 1
H 1.97 0.32 -0.24
H 0.66 -2.01 0.27
H 0.35 -0.79 1.44
H -1.22 2.37 1.09
H -0.72 -1.12 0.10
I 1.23 -0.44 -2.59
C -1.34 1.69 0.20
C 1.01 -0.09 -0.45
O -2.22 1.05 -0.26
C 0.29 -0.98 0.44
*
```

Output
- Energy relative to the best compared isomer or geometry (same formula, charge and spin): 352.98 kJ/mol
- Orbital gap (alpha / beta): 0.2986 / 0.3059 Eh
- Largest force on an atom: 3.7 eV/A

=====

Entry 2:
This record from OMol25 describes a 3-piece molecular cluster, C3H5IO2 overall at a distorted geometry. The level of theory is ωB97M-V/def2-TZVPD.

ORCA input file:
```
! wB97M-V def2-TZVPD RIJCOSX def2/J DEFGRID3
* xyz 0 1
O -1.68 0.28 3.03
H -4.29 1.58 0.25
C -2.09 1.75 -0.42
C -0.88 0.46 2.16
I 3.67 -1.39 -0.62
H 3.50 -2.33 -1.77
H -1.35 -1.04 1.20
O -0.75 -0.28 1.09
H -1.09 1.89 -0.71
C -3.21 1.68 0.00
H -0.21 1.32 1.87
*
```

Output
- Energy relative to the best compared isomer or geometry (same formula, charge and spin): 237.26 kJ/mol
- Orbital gap: 0.4011 Eh
- SMILES: O=CO.C#C.I
- Largest force on an atom: 2.9 eV/A

=====

Entry 3:
This record from OMol25 describes one molecule with the formula C3H5IOS at a distorted geometry. The level of theory is ωB97M-V/def2-TZVPD.

ORCA input file:
```
! wB97M-V def2-TZVPD RIJCOSX def2/J DEFGRID3
* xyz 0 1
H -0.27 -0.64 1.28
H -0.05 2.45 -1.83
C 0.13 1.63 -1.15
H 1.40 -1.18 -1.28
H -0.55 -1.45 -0.02
O 1.20 0.85 -1.34
H 2.17 -0.24 0.04
C 1.23 -0.32 -0.51
S -1.09 1.04 -0.15
C -0.15 -0.50 0.22
I -3.57 -0.39 0.51
*
```

Output
- Energy relative to the best compared isomer or geometry (same formula, charge and spin): 191.59 kJ/mol
- Orbital gap (alpha / beta): 0.2265 / 0.2265 Eh
- Largest force on an atom: 3.0 eV/A